(1)
ORCA calculation (the ωB97M-V functional and the def2-TZVPD basis) on C20H21N7O2 in the gas phase at a distorted geometry.

Last column: natural (NBO) charge in e.
Geometry (Å):
C  -8.279  -1.807  1.698  -0.64
C  -7.251  -2.021  0.626  0.19
C  -7.570  -2.352  -0.767  -0.33
C  -6.368  -2.599  -1.420  -0.01
N  -5.402  -2.378  -0.460  -0.23
C  -4.090  -2.161  -0.873  0.35
C  -3.172  -1.559  0.038  -0.03
N  -1.822  -1.432  -0.296  -0.35
C  -1.554  -1.624  -1.604  0.01
C  -0.307  -1.098  -2.200  0.64
O  -0.194  -0.874  -3.422  -0.60
N  0.812  -1.004  -1.340  -0.59
C  1.741  0.008  -1.552  0.13
C  2.394  0.224  -2.730  -0.24
C  3.218  1.419  -2.747  -0.18
C  3.714  1.931  -1.542  -0.25
C  3.178  1.574  -0.307  0.02
C  3.660  2.305  0.890  0.05
C  2.812  3.626  0.978  -0.61
C  5.144  2.745  0.996  -0.07
O  6.049  1.564  1.035  -0.54
C  5.944  0.730  2.220  -0.14
C  4.493  0.581  2.512  0.42
N  4.118  -0.159  3.590  -0.82
N  3.450  1.294  2.000  -0.54
C  2.094  0.601  -0.288  -0.26
C  -2.530  -1.913  -2.606  0.08
N  -3.765  -2.308  -2.192  -0.42
N  -5.953  -2.011  0.779  -0.26
H  -7.773  -1.306  2.515  0.23
H  -8.695  -2.696  2.044  0.23
H  -9.145  -1.089  1.396  0.23
H  -8.481  -2.540  -1.181  0.21
H  -6.380  -2.864  -2.544  0.27
H  -3.333  -1.390  1.083  0.23
H  0.659  -1.332  -0.471  0.40
H  2.165  -0.334  -3.675  0.26
H  3.758  1.756  -3.677  0.21
H  4.513  2.693  -1.471  0.20
H  3.360  4.465  0.725  0.21
H  2.455  3.811  1.989  0.22
H  1.896  3.645  0.351  0.23
H  5.260  3.512  1.811  0.19
H  5.332  3.226  0.029  0.19
H  6.466  1.149  3.025  0.19
H  6.369  -0.310  2.022  0.21
H  3.071  -0.154  3.640  0.42
H  4.697  -0.421  4.317  0.39
H  1.541  0.668  0.674  0.25
H  -2.298  -1.797  -3.619  0.24

Summary:
**Total charge**: 0
**Structure (SMILES)**: Cc1ccn(-c2cnc(C(=O)Nc3cccc([C@]4(C)COCC(N)=N4)c3)cn2)n1
**HOMO-LUMO gap**: 0.290 hartree

(2)
ORCA calculation (the ωB97M-V functional and the def2-TZVPD basis) on a molecular structure, C21H34AsClO2ReS3Si at a distorted geometry.

Last column: natural (NBO) charge in e.
Geometry (Å):
Re  0.104  -0.440  -0.383  0.87
C  3.137  1.167  1.165  -0.52
C  2.980  0.247  2.360  -0.55
S  1.252  -0.341  2.565  0.39
C  1.491  -2.131  2.851  -0.54
C  2.173  -2.914  1.742  -0.53
S  1.452  -2.660  0.073  0.39
C  2.927  -2.267  -0.939  -0.53
C  3.704  -1.024  -0.555  -0.54
S  2.669  0.503  -0.476  0.43
H  2.477  2.028  1.274  0.27
H  4.172  1.499  1.073  0.26
H  3.641  -0.615  2.327  0.22
H  3.229  0.817  3.255  0.27
H  2.056  -2.253  3.777  0.26
H  0.473  -2.486  3.020  0.26
H  3.237  -2.693  1.677  0.23
H  2.065  -3.980  1.952  0.27
H  3.582  -3.140  -0.919  0.27
H  2.523  -2.166  -1.948  0.25
H  4.209  -1.130  0.403  0.23
H  4.457  -0.832  -1.321  0.27
Cl  -5.407  -5.577  -0.938  0.08
C  -4.131  -4.435  -1.036  -0.07
C  -3.465  -4.245  -2.260  -0.13
C  -2.419  -3.371  -2.347  -0.26
C  -1.959  -2.647  -1.216  0.39
O  -0.939  -1.882  -1.366  -0.71
C  -2.664  -2.818  0.019  -0.28
C  -2.261  -2.108  1.199  0.47
O  -1.313  -1.332  1.318  -0.62
C  -3.743  -3.714  0.077  -0.14
H  -3.788  -4.792  -3.131  0.25
H  -1.898  -3.216  -3.282  0.23
H  -2.869  -2.309  2.096  0.18
H  -4.259  -3.847  1.015  0.24
C  0.477  3.839  3.624  -1.08
Si  -0.681  3.958  2.111  1.53
C  -2.511  3.928  2.656  -1.07
C  -0.282  5.469  1.015  -1.08
C  -0.392  2.432  1.052  -0.35
C  -0.216  1.389  0.433  -0.43
H  0.322  4.686  4.287  0.26
H  1.524  3.840  3.339  0.23
H  0.280  2.937  4.196  0.24
H  -2.730  4.822  3.232  0.25
H  -2.716  3.066  3.282  0.24
H  -3.185  3.900  1.807  0.25
H  -0.454  6.382  1.576  0.26
H  -0.911  5.499  0.131  0.24
H  0.754  5.468  0.692  0.24
C  0.124  2.324  -3.176  -0.94
As  -0.311  0.482  -2.725  1.22
C  -2.155  0.371  -3.341  -0.93
C  0.645  -0.555  -4.077  -0.94
H  -0.103  2.484  -4.233  0.26
H  1.173  2.552  -2.994  0.25
H  -0.485  2.992  -2.567  0.26
H  -2.161  0.480  -4.431  0.26
H  -2.740  1.175  -2.894  0.26
H  -2.613  -0.581  -3.079  0.25
H  0.235  -0.292  -5.058  0.26
H  0.504  -1.625  -3.916  0.25
H  1.710  -0.318  -4.065  0.24

Summary:
**Spin multiplicity**: 2
**<S²>**: 0.76
**Total charge**: +2
**HOMO-LUMO gap (alpha / beta)**: 0.203 / 0.220 hartree

(3)
ORCA calculation (the ωB97M-V functional and the def2-TZVPD basis) on a molecular structure, I2NO at a distorted geometry.

Last column: natural (NBO) charge in e.
Geometry (Å):
N  -0.062  -0.262  -0.412  0.23
O  -0.093  0.588  0.420  -0.26
I  2.111  -1.694  0.013  -0.53
I  -2.097  -1.693  0.017  -0.43

Summary:
**Total charge**: -1
**HOMO-LUMO gap (alpha / beta)**: 0.262 / 0.257 hartree

(4)
ORCA calculation (the ωB97M-V functional and the def2-TZVPD basis) on 6 unconnected molecules or ions with the total composition C25H38F5N2O19P2S at a distorted geometry.

Last column: Mulliken charge in e.
Geometry (Å):
C  -5.031  -3.894  0.454  -0.67
C  -5.550  -2.403  -0.042  -0.16
C  -4.439  -1.232  0.319  -0.02
C  -3.829  -0.463  -1.008  -0.56
C  -2.921  0.824  -0.556  -0.57
C  -1.333  0.733  -1.042  -0.50
C  -0.428  0.189  0.255  -0.29
C  -0.515  -1.447  0.201  -0.04
C  0.172  -2.226  1.471  0.98
N  1.420  -2.929  0.991  -0.08
P  1.089  -4.454  0.133  0.55
O  -0.120  -4.356  -1.117  -0.49
O  0.825  -5.831  1.225  -0.48
S  2.780  -4.907  -0.807  -0.47
P  -1.181  -3.396  2.218  0.42
N  -2.267  -2.620  3.141  -0.63
C  0.695  -1.109  2.599  -0.32
O  2.010  -0.780  2.743  -0.75
O  -0.231  -0.355  3.491  -0.73
H  -4.165  -4.264  -0.273  -0.02
H  -4.622  -3.908  1.552  0.36
H  -5.923  -4.666  0.332  0.24
H  -5.733  -2.445  -1.205  0.03
H  -6.562  -2.166  0.530  0.21
H  -4.989  -0.407  0.958  0.38
H  -3.618  -1.738  0.983  -0.28
H  -3.283  -1.237  -1.702  0.19
H  -4.773  -0.056  -1.610  0.38
H  -2.994  0.968  0.609  0.30
H  -3.366  1.815  -1.049  0.33
H  -0.949  1.753  -1.467  0.34
H  -1.294  -0.133  -1.857  0.22
H  -0.912  0.686  1.197  0.35
H  0.683  0.584  0.067  -0.03
H  0.103  -1.780  -0.765  0.14
H  -1.627  -1.848  0.095  -0.59
H  2.044  -3.214  1.806  0.42
H  -1.000  -4.017  -0.781  0.34
H  0.245  -6.492  0.741  0.32
H  -0.546  -4.442  3.007  0.08
H  -1.942  -4.070  1.175  -0.08
H  -2.229  -3.025  4.105  0.21
C  -5.455  -5.918  -4.431  -0.44
C  -5.567  -6.575  -3.097  0.27
O  -5.704  -5.491  -2.206  -0.20
C  -6.312  -4.511  -2.931  0.63
O  -6.844  -3.528  -2.442  -0.56
O  -6.261  -4.767  -4.274  -0.32
F  -4.430  -7.238  -2.790  -0.28
H  -4.430  -5.613  -4.668  0.29
H  -5.829  -6.551  -5.239  0.27
H  -6.428  -7.245  -2.998  0.25
C  0.547  2.179  5.017  -0.07
C  0.642  3.173  3.910  0.44
O  1.080  4.346  4.558  -0.35
C  1.808  3.912  5.625  0.66
O  2.573  4.616  6.263  -0.56
O  1.583  2.588  5.887  -0.32
F  -0.574  3.413  3.371  -0.29
H  -0.411  2.226  5.547  0.18
H  0.707  1.155  4.671  0.06
H  1.353  2.900  3.123  0.31
C  4.446  -0.597  -1.376  -0.44
C  4.148  0.835  -1.660  0.28
O  3.099  0.774  -2.600  -0.23
C  2.439  -0.384  -2.320  0.56
O  1.322  -0.652  -2.730  -0.55
O  3.178  -1.207  -1.515  -0.19
F  5.206  1.442  -2.242  -0.33
H  5.141  -1.037  -2.100  0.29
H  4.846  -0.748  -0.370  0.31
H  3.824  1.408  -0.784  0.29
C  4.385  2.431  -5.097  -0.02
C  3.872  3.825  -5.221  0.30
O  4.931  4.511  -5.848  -0.30
C  5.565  3.571  -6.604  0.59
O  6.354  3.830  -7.497  -0.55
O  5.202  2.302  -6.243  -0.33
F  3.670  4.374  -4.002  -0.28
H  4.994  2.281  -4.199  0.03
H  3.581  1.689  -5.104  0.27
H  2.963  3.916  -5.826  0.28
C  3.985  6.995  4.247  -0.06
C  3.778  8.413  4.656  0.30
O  4.584  9.138  3.755  -0.30
C  4.615  8.382  2.621  0.64
O  4.978  8.796  1.533  -0.55
O  4.182  7.105  2.851  -0.29
F  4.243  8.626  5.908  -0.28
H  4.873  6.547  4.704  0.25
H  3.119  6.366  4.472  -0.02
H  2.741  8.756  4.580  0.29

Summary:
**Total charge**: -1
**HOMO-LUMO gap**: 0.257 hartree

(5)
ORCA calculation (the ωB97M-V functional and the def2-TZVPD basis) on 2 unconnected molecules or ions with the total composition C6H16NOPS2 at a distorted geometry.

Last column: natural (NBO) charge in e.
Geometry (Å):
C  1.106  -1.384  2.219  -0.65
C  -1.472  1.358  -1.926  -0.61
C  -1.039  -1.012  -1.457  -0.65
C  -3.423  -0.361  -1.533  -0.60
C  2.374  -1.050  1.461  -0.08
C  -1.948  0.077  -1.161  -0.20
N  2.525  1.790  2.086  -1.13
O  2.143  -0.233  0.364  -0.80
P  2.429  1.394  0.387  1.22
S  4.314  1.650  -0.197  -0.37
S  -2.125  0.542  0.581  0.10
H  0.286  -0.722  1.654  0.23
H  0.908  -2.460  1.950  0.21
H  1.209  -1.209  3.297  0.22
H  -2.167  2.101  -1.586  0.22
H  -0.493  1.541  -1.572  0.21
H  -1.406  1.045  -3.052  0.22
H  -1.179  -1.951  -0.801  0.22
H  0.022  -0.823  -1.294  0.23
H  -1.262  -1.447  -2.488  0.21
H  -3.858  -1.136  -0.758  0.22
H  -3.974  0.487  -1.453  0.21
H  -3.407  -0.724  -2.634  0.22
H  2.883  -1.879  1.333  0.18
H  2.956  -0.416  2.117  0.18
H  2.964  2.805  2.020  0.40
H  1.635  2.014  2.443  0.38

Summary:
**Total charge**: 0
**HOMO-LUMO gap (alpha / beta)**: 0.253 / 0.254 hartree

Number 1: DFT total energy -1308.3649 hartree, molar mass 391.44 g/mol. Number 2: DFT total energy -5228.7886 hartree, molar mass 739.37 g/mol. Number 3: DFT total energy -725.4062 hartree, molar mass 283.81 g/mol. Number 4: DFT total energy -4094.6362 hartree, molar mass 859.58 g/mol. Number 5: DFT total energy -1505.8180 hartree, molar mass 213.31 g/mol.